One molecule with the formula C4H12N2O in a non-equilibrium geometry. Source: the OMol25 dataset; level of theory: wB97M-V/def2-TZVPD.

Summary:
Molar mass, g mol⁻¹: 104.2
Energy above the lowest of the compared OMol25 structures with the same formula, charge and spin, kcal/mol: 46.2
SMILES string: NCNCCCO
Spin multiplicity: 1

Last column: Löwdin charge in e.
Cartesian coordinates (Å):
H -1.2119 -0.9227 2.1593  0.108
C 0.6770 0.7017 -2.0747  -0.308
O 0.5546 -0.6872 -2.1291  -0.061
H -0.4337 2.2863 -1.0280  0.114
H 0.9839 0.1528 0.5987  0.069
N 0.0694 0.2373 0.9190  -0.075
H 0.9095 -0.2885 3.4535  0.073
H 0.5321 -1.9243 3.3920  0.042
H -1.8628 0.7945 0.3171  0.106
C -0.5763 1.2363 -1.3949  -0.154
C -0.9483 0.3521 -0.1079  -0.250
H 1.6307 0.9645 -1.5613  0.118
H -1.4831 1.3771 -2.0356  0.115
H 0.6964 1.2445 -3.0577  0.120
H 1.1643 -1.0633 -2.7507  0.082
H -1.2893 -0.6603 -0.4143  0.102
N 0.8418 -1.1371 2.8597  -0.003
H -0.0686 -1.7413 1.0668  0.107
C -0.1859 -0.9225 1.7879  -0.308

=====

C51H41F5N4O4P2S2TeTi as an isolated structure in a non-equilibrium geometry. Source: the OMol25 dataset; level of theory: wB97M-V/def2-TZVPD.

Summary:
Molar mass, g mol⁻¹: 1170.5
Energy above the lowest of the compared OMol25 structures with the same formula, charge and spin, kcal/mol: 0.9
Spin multiplicity: 1

Last column: Löwdin charge in e.
Cartesian coordinates (Å):
C 0.3444 -10.9256 -19.5715  -0.042
F 8.6358 -13.4411 -20.5355  0.142
H 3.6152 -18.8497 -23.5336  0.116
C 7.6849 -18.6075 -18.5731  -0.085
C 3.4992 -14.9117 -22.3485  -0.540
C -0.6168 -10.5888 -20.5196  -0.006
F 5.1903 -16.6072 -20.3220  0.001
C 8.7160 -15.3011 -21.8602  -0.106
H 0.5474 -12.5959 -23.9280  0.024
C 6.3995 -18.1731 -18.2505  -0.094
H 6.0540 -16.1195 -12.4962  0.115
C 6.3897 -16.2040 -20.7911  -0.243
C 0.7174 -16.7136 -19.0322  -0.349
H 5.5194 -18.7810 -18.4355  0.075
O 3.2672 -14.8847 -21.0407  -0.206
N 0.3643 -17.4639 -12.7651  0.060
H 5.1761 -7.9899 -20.4201  0.109
C 2.2761 -14.5433 -23.1575  -0.080
C 2.4836 -13.0239 -23.3686  -0.235
H -3.1029 -16.2324 -18.9734  0.097
H -1.8559 -15.8878 -16.9964  0.102
H -2.6421 -11.9595 -22.9136  0.091
H 9.8390 -18.2812 -18.4535  0.113
Te 3.1693 -19.2756 -16.4410  1.235
H 4.3335 -14.4347 -11.9877  0.091
C 2.6818 -18.2935 -20.3321  -0.319
C 0.1485 -13.2039 -20.2289  -0.031
O 1.8587 -14.1948 -18.1920  -0.428
C 2.1042 -18.4488 -14.7974  -0.538
H -2.7106 -10.3182 -22.1479  0.090
H 3.4361 -9.4282 -21.7423  0.109
C 6.8622 -15.0015 -20.3823  -0.461
O 4.5759 -15.2698 -22.8598  0.087
C -1.3568 -16.2141 -17.8720  -0.075
Ti 3.7499 -14.7754 -19.2584  0.693
C 5.0912 -10.8079 -18.5909  -0.016
H 1.5605 -21.4260 -20.7777  0.107
H 0.4524 -14.2473 -20.0824  0.100
H 0.7259 -10.2291 -18.8463  0.114
H 2.3447 -15.0692 -24.1078  0.128
C 0.0282 -16.3626 -17.8837  -0.102
C 8.0529 -14.5207 -20.9243  -0.277
N 3.4994 -10.9586 -20.3784  0.121
C 6.2400 -16.9563 -17.5296  -0.378
C -0.0375 -17.0003 -20.1624  -0.088
H 7.1943 -15.2200 -16.7982  0.121
C -0.0504 -17.5923 -14.0133  -0.154
C -1.1368 -11.5764 -21.3915  -0.277
H -1.0217 -9.6056 -20.6330  0.107
H 3.4715 -12.9007 -23.8202  0.113
C 4.0434 -11.4442 -19.3048  -0.403
F 8.6862 -17.1574 -23.4319  0.096
C 3.2456 -17.4934 -17.5492  -0.972
C 3.5568 -14.2519 -13.9349  -0.050
C -0.7605 -12.8710 -21.2209  -0.042
C 5.3565 -15.7357 -13.2565  -0.101
C 4.5617 -15.7896 -15.5267  -0.326
S 5.9765 -13.9507 -19.3012  0.807
H 2.5689 -12.4821 -22.3948  0.099
C 4.8002 -8.9714 -20.1198  -0.067
H 2.0269 -17.7438 -11.5515  0.101
N 3.4711 -12.7256 -18.8846  -0.260
C -1.4400 -16.8046 -20.1930  -0.053
C 0.7934 -18.0456 -15.0474  -0.158
S 1.9744 -12.7091 -18.3078  0.648
C 1.6612 -17.7425 -12.5791  -0.165
C 3.2576 -19.0755 -22.5355  -0.074
C 2.0128 -19.4823 -20.0550  -0.123
C 2.6101 -20.2631 -22.2745  -0.066
H 0.5100 -16.1705 -16.9634  0.081
H 9.5019 -16.1020 -17.4209  0.093
N 1.4543 -12.4266 -24.3174  0.005
H -1.4432 -10.7209 -23.2930  0.068
H 3.6292 -18.4681 -13.2138  0.095
C 8.6451 -16.6900 -17.6057  -0.081
H 0.4791 -17.4003 -21.0240  0.100
H 6.2456 -8.9979 -18.5034  0.119
C 4.3928 -14.8252 -12.9639  -0.094
O 1.6487 -11.9486 -17.1419  -0.244
C 2.6163 -18.1961 -13.4950  -0.105
C 3.8478 -9.7314 -20.7826  -0.113
C 3.2393 -18.0925 -21.5868  -0.097
C -2.0392 -11.1244 -22.5028  -0.044
H -1.9513 -16.7732 -21.2024  0.124
H -1.0151 -17.1735 -14.3167  0.105
H 3.7314 -17.1472 -21.7726  0.066
H 0.2955 -18.1458 -16.0181  0.078
H 5.5877 -11.2270 -17.7111  0.115
C 2.0374 -20.4750 -21.0026  -0.065
C 6.9496 -16.9060 -21.8634  -0.168
H -1.2008 -13.6141 -21.8636  0.116
C -2.0658 -16.4633 -18.9880  -0.100
C 5.4221 -9.5224 -19.0145  -0.069
H 1.3801 -14.7957 -22.6139  0.101
P 2.5086 -16.9939 -19.0204  0.876
P 4.5521 -16.3076 -17.2708  0.849
C 0.7529 -12.2459 -19.4357  -0.289
C 8.8316 -17.8882 -18.2855  -0.070
H 7.7027 -19.5932 -19.0514  0.112
C 8.1582 -16.4931 -22.3532  -0.091
H 1.4773 -19.5649 -19.1651  0.062
C 5.4442 -16.3091 -14.5346  -0.073
H 1.6309 -11.4123 -24.4682  0.074
C 3.5683 -14.8022 -15.2152  -0.067
H 6.2967 -16.9519 -14.8152  0.112
F 9.9244 -14.9344 -22.3412  0.104
H 2.9590 -13.3983 -13.7685  0.095
F 6.4004 -18.0016 -22.3301  0.155
H 2.8881 -14.3946 -15.9568  0.077
C 7.3863 -16.2337 -17.2610  -0.139
H 2.5470 -21.0607 -23.0049  0.103

=====

C33H62Br2F3N3O13P2 as an isolated structure in a non-equilibrium geometry. Source: the OMol25 dataset; level of theory: wB97M-V/def2-TZVPD.

Summary:
Molar mass, g mol⁻¹: 987.6
E_tot, eV: -233125.247
Spin multiplicity: 1

Last column: Löwdin charge in e.
Cartesian coordinates (Å):
F 6.1224 -5.4937 -2.9734  0.073
H -1.2355 -0.0312 -0.1678  0.102
H -0.9699 -3.4471 -2.3788  0.030
C -5.0945 1.1414 -1.8871  -0.209
Br -3.3513 0.9811 -4.8849  0.725
H 4.0566 -1.1850 2.0800  0.105
C -7.6434 2.5783 7.0886  -0.060
C 5.5247 -4.5027 -3.6833  -0.316
H -8.6569 2.5360 7.4942  0.147
C 3.0108 -0.1158 0.3652  -0.226
H -1.7316 4.5759 -1.6457  0.081
C 6.6766 0.5372 1.2712  -0.251
H -5.3956 1.6302 -2.8566  0.112
C -6.6967 1.6707 7.8176  -0.318
H -6.7767 -0.8133 -2.9040  0.089
H -6.1541 3.9770 1.5536  0.074
H 2.1030 -2.1977 -0.9296  0.090
H 12.6382 0.9356 1.4880  0.175
H 2.8793 0.9806 0.2050  0.076
P 1.5468 -0.0545 -3.6951  0.828
H -1.7211 0.4356 2.2861  0.057
H 5.8425 -1.3871 0.4719  0.104
C 1.1807 -1.8267 -0.4160  -0.168
H 4.5508 -6.0608 -4.8326  0.146
H 0.8879 -0.0706 0.9215  0.070
C 11.7283 -0.2742 3.0718  -0.062
C -2.6725 3.0433 -3.0102  -0.281
Br 0.5869 1.6921 -1.3707  0.904
H -0.5832 -1.9311 -4.0184  0.004
H 4.2096 0.6500 2.0126  0.108
C -7.2065 1.7951 2.4885  -0.080
H -1.3171 1.3322 -3.4472  0.040
C -7.2537 0.7283 5.8871  -0.540
H 3.3619 -1.5002 -2.8707  0.010
P -0.0083 -2.4933 -2.8325  0.781
C -1.8762 -1.8642 1.3591  -0.339
F -7.0465 1.5366 9.1214  0.075
H -4.8454 2.7315 1.1613  0.072
C -1.8458 -2.0850 -0.2094  -0.073
H -2.0596 3.5811 -3.7778  0.106
H 3.3654 -0.5287 -0.6134  0.071
H -7.2434 1.2556 -1.5999  0.138
H -2.1716 -3.1699 2.8270  0.081
C 3.3480 -0.6218 -3.5577  -0.243
C -2.8098 0.5775 -2.0085  -0.386
H 6.8845 2.7593 1.3272  0.068
H -3.7321 3.2417 -3.2998  0.084
H 3.8817 0.1980 -3.0002  0.042
H -6.7946 -0.2102 0.7713  0.116
O -6.8850 0.4294 7.1637  0.141
H -5.8772 -1.5307 -1.4798  0.078
H -8.2428 2.1131 2.7373  0.082
O 1.6407 1.5523 -4.2543  -0.339
H -7.7988 2.2607 0.3636  0.125
H -1.8339 2.9023 -0.8978  0.010
H -5.8060 3.5310 -0.1994  0.070
H 5.3945 0.0901 -0.4242  0.090
O -7.2382 -0.0441 4.9886  0.174
F 11.8187 -0.7456 0.7602  0.076
H 7.6329 -0.0298 1.1094  0.091
C -6.8852 1.9868 0.9417  -0.362
H -5.1661 0.6150 0.5864  0.090
H 0.7469 1.7949 -4.5248  0.017
O 10.9831 0.7400 3.7431  0.076
C 4.3893 -5.0300 -4.5081  -0.064
C -5.8250 3.1753 0.8620  -0.087
H 12.7118 -0.4018 3.5222  0.141
O 6.0598 -2.9838 -6.6249  0.176
C 11.7995 0.2592 1.6711  -0.319
C -1.1966 -0.8269 -0.9484  -0.318
H -7.6743 -1.1762 -1.4039  0.081
C 6.9060 1.9394 0.5673  -0.109
C -6.4161 0.6030 -1.2219  -0.308
H -3.8906 -1.0566 1.0435  0.103
C 0.2474 -1.1262 -1.4979  -0.560
H 6.5779 0.6529 2.3715  0.100
H 1.5793 -3.2068 -4.1021  -0.040
H -7.0072 0.7291 2.7232  0.056
C 5.5416 -0.3226 0.6070  -0.212
H -5.6464 1.9651 7.7487  0.176
O 4.4144 -4.1650 -5.6435  0.066
H 5.2521 -3.6844 -3.0120  0.170
C -6.6843 -0.8353 -1.7889  -0.067
O -1.9418 -3.2069 1.8936  -0.058
H -2.9133 -2.2013 -0.5134  0.134
H 3.4327 -4.9693 -3.9879  0.118
H -1.2771 -3.0232 -0.3575  0.081
H -7.3096 3.6150 7.0830  0.142
N 1.0049 0.0188 -2.0260  -0.673
C 4.1707 -0.3006 1.4197  -0.179
C 1.6612 -0.8522 0.7200  -0.195
N 1.3586 -3.2997 -3.1068  -0.321
C -6.2585 0.6663 0.3408  -0.147
H 11.1879 -1.2219 3.1299  0.147
H -3.2828 3.9147 -1.1066  0.065
H 3.8006 -0.8221 -4.5495  0.043
C 5.6737 -3.6630 -5.7325  -0.554
H -3.5432 -1.5582 2.7475  0.117
H -6.5155 2.4011 3.1242  0.071
N -2.7310 0.3695 2.1728  0.016
H 1.8244 -1.3928 1.6869  0.109
H -2.8191 1.0782 -1.0157  0.134
H -2.9950 0.9007 1.3415  0.030
C 10.2600 1.3946 2.7963  -0.547
C -2.3123 3.6231 -1.5932  -0.120
H -0.8897 -1.4558 1.6930  0.127
O 6.4329 -4.0310 -4.6632  0.135
H 7.9336 1.9942 0.1255  0.065
O -2.0206 -0.5862 -2.0950  -0.109
C -2.3901 1.5131 -3.2098  -0.561
O 10.5814 0.9690 1.5430  0.126
H 0.7088 -2.7208 0.0490  0.110
O -4.1551 0.1237 -2.2176  -0.155
H 6.2051 2.1233 -0.2778  0.063
H -4.6962 1.9637 -1.2458  0.097
O 9.4566 2.2330 3.0314  0.180
C -3.1228 -1.0357 1.8507  -0.187
O -7.6346 2.0283 5.7726  0.062

=====

An isolated ion of composition C5H11ClN5 and charge +1 in a non-equilibrium geometry. Source: the OMol25 dataset; level of theory: wB97M-V/def2-TZVPD.

Summary:
Molar mass, g mol⁻¹: 176.6
Energy above the lowest of the compared OMol25 structures with the same formula, charge and spin, kcal/mol: 0.0
Net charge: +1
SMILES string: CCN[C@@]1(Cl)N=C(N)NC=[NH+]1
Spin multiplicity: 1

Last column: Löwdin charge in e.
Cartesian coordinates (Å):
C 0.8034 1.9662 0.6334  -0.402
H -2.7401 1.2097 -0.2972  0.139
H 2.3903 3.2771 0.5555  0.124
H 0.1980 3.9158 0.1599  0.167
N -1.7846 1.4323 -0.0534  0.128
C -1.3659 2.6365 -0.1236  -0.128
H -0.4372 -3.6486 0.1286  0.076
Cl -1.6118 0.5177 2.4593  0.714
C 0.3676 -2.9384 -0.0410  -0.073
H 2.7423 1.6625 1.0781  0.134
C -0.7979 0.2537 0.8791  -0.813
H 1.0724 -3.3766 -0.7458  0.081
H -0.7654 -1.8120 -1.4957  0.120
H -1.8203 -1.4815 0.7198  0.139
N 0.4623 0.7468 0.8197  0.124
N 2.0711 2.3497 0.7781  0.206
H 0.6411 -0.9520 -0.8311  0.109
C -0.1776 -1.6286 -0.5912  -0.227
H -1.9926 3.4605 -0.4648  0.163
N -0.1047 2.9526 0.2171  0.154
H 0.8817 -2.7623 0.9029  0.081
N -1.0067 -0.9734 0.4094  -0.017

=====

Question: Which of these has the lowest molar mass?
Answer: C4H12N2O

=====

Question: Among the records above, which one has the highest molar mass?
Answer: C51H41F5N4O4P2S2TeTi